Entry 1:
8
Properties=species:S:1:pos:R:3:lowdin_charge:R:1 method="wB97M-V/def2-TZVPD" spin_multiplicity=1 de_lowest_kj_mol=163.43 e_tot_ev=-30010.515 homo_energy_ev=-10.83 e_lumo_ha=-0.0055 charge=0 orbital_gap_ha=0.39245
H -1.119 -2.583 -2.430 -0.20
C -0.149 1.730 2.591 0.02
O -0.527 0.206 -0.721 -0.45
H -0.811 1.793 3.463 0.09
N 0.372 1.658 1.581 -0.01
S 0.828 0.608 -0.466 0.78
Cl -0.331 -2.923 -3.460 0.20
O 1.736 -0.488 -0.557 -0.43



Entry 2:
7
Properties=species:S:1:pos:R:3:lowdin_charge:R:1 method="wB97M-V/def2-TZVPD" smiles="O=C(Cl)NS" spin_multiplicity=1 de_lowest_kj_mol=192.67 e_tot_ev=-27962.378 homo_energy_ev=-8.44 e_lumo_ha=0.0149 charge=0 orbital_gap_ha=0.32502
H -1.586 0.309 -0.826 -0.15
H 0.484 -1.603 0.503 0.04
N 0.156 -1.006 -0.313 -0.44
S -1.519 -0.788 -0.017 0.63
O 0.924 0.727 1.382 0.04
Cl 0.818 1.718 -0.955 0.86
C 0.723 0.644 0.226 -0.99